Entry 1:
This record from the Open Molecules 2025 dataset describes C30H35FN5O7Se4SiW as an isolated structure. The level of theory is ωB97M-V/def2-TZVPD.

ORCA input file:
```
! wB97M-V def2-TZVPD RIJCOSX def2/J DEFGRID3
* xyz 1 1
W -1.708 -0.524 -2.258
F 3.251 -2.793 1.980
C 2.522 -1.661 2.153
C 1.420 -1.476 1.377
C 0.687 -0.297 1.505
C -0.399 -0.043 0.578
O -0.620 -0.882 -0.318
C -1.090 1.186 0.733
C -0.699 2.060 1.702
N 0.340 1.851 2.532
C 0.681 2.840 3.532
C 0.595 4.292 3.182
C 1.937 3.645 3.355
C 1.071 0.669 2.439
C 2.195 0.440 3.239
C 2.959 -0.704 3.081
N 4.154 -0.819 3.835
C 5.146 0.225 3.678
C 6.175 -0.134 2.613
N 6.838 -1.426 3.017
C 5.833 -2.540 3.188
C 4.756 -2.093 4.172
C -2.149 1.599 -0.217
O -2.550 2.730 -0.286
O -2.640 0.602 -0.955
H 1.137 -2.198 0.621
H -1.222 3.000 1.812
H 0.404 2.546 4.537
H 0.233 4.960 3.949
H 0.308 4.560 2.175
H 2.519 3.875 4.236
H 2.505 3.465 2.452
H 2.487 1.161 3.988
H 5.655 0.392 4.635
H 4.672 1.163 3.398
H 6.952 0.621 2.510
H 5.702 -0.310 1.647
H 7.337 -1.280 3.898
H 7.536 -1.695 2.324
H 6.371 -3.418 3.545
H 5.425 -2.735 2.201
H 5.209 -1.994 5.166
H 4.001 -2.870 4.244
Se -4.287 -1.196 -2.468
Se -1.871 -3.099 -1.467
C -2.567 -2.970 0.303
C -2.328 -4.049 1.161
C -2.850 -4.006 2.437
C -3.573 -2.886 2.835
C -3.737 -1.864 1.919
N -3.251 -1.897 0.676
C -3.546 -2.029 -3.965
C -4.154 -2.775 -4.969
C -3.367 -3.259 -5.989
C -1.994 -2.996 -5.993
C -1.448 -2.268 -4.967
N -2.222 -1.811 -3.966
H -1.750 -4.897 0.819
H -2.696 -4.833 3.118
H -3.999 -2.809 3.825
H -4.291 -0.969 2.184
H -5.220 -2.948 -4.934
H -3.810 -3.834 -6.792
H -1.358 -3.350 -6.791
H -0.398 -2.026 -4.911
C -4.676 2.814 -2.842
Si -3.114 2.995 -3.831
C -1.858 4.187 -3.146
C -3.521 3.440 -5.603
Se -2.183 0.910 -4.234
H -5.227 3.758 -2.864
H -4.473 2.556 -1.805
H -5.304 2.038 -3.284
H -2.300 5.185 -3.068
H -1.001 4.241 -3.819
H -1.510 3.889 -2.158
H -3.952 4.445 -5.639
H -4.242 2.745 -6.034
H -2.626 3.438 -6.228
O 1.694 0.573 -3.944
Se 1.106 0.077 -2.555
O 0.048 -1.273 -2.831
O -0.212 0.993 -2.003
O 2.136 -0.232 -1.371
*
```

ΔE to the lowest compared entry with this formula, charge and spin = 0.0 kcal per mole
HOMO level = -8.751 eV
HOMO-LUMO gap = 0.204 Ha
F_max = 1.03 eV/A
Electronic energy = -12026.6362 hartree

Löwdin population analysis, charges in e, atoms 1 to 5: W 1.3239; F 0.0581; C -0.1700; C 0.1025; C -0.0361

Entry 2:
This record from the Open Molecules 2025 dataset describes C5H12O as an isolated structure. The level of theory is ωB97M-V/def2-TZVPD.

ORCA input file:
```
! wB97M-V def2-TZVPD RIJCOSX def2/J DEFGRID3
* xyz 0 1
C 2.368 -0.390 -0.607
C 1.438 -0.924 0.483
C 0.257 -0.004 0.649
O -0.837 -0.600 1.219
C -1.932 0.108 1.192
C -1.675 0.775 -1.125
H 3.238 -1.041 -0.740
H 2.736 0.612 -0.357
H 1.837 -0.324 -1.563
H 2.003 -1.045 1.418
H 1.069 -1.919 0.208
H 0.477 0.975 1.094
H -0.564 0.417 -0.420
H -1.877 1.161 1.461
H -2.840 -0.455 1.377
H -2.222 1.689 -0.873
H -2.372 -0.028 -1.368
H -1.105 0.993 -2.049
*
```

ΔE to the lowest compared entry with this formula, charge and spin = 112.3 kcal per mole
HOMO level (alpha / beta) = -7.457 / -7.457 eV
HOMO-LUMO gap (alpha / beta) = 0.296 / 0.297 Ha
F_max = 0.54 eV/A
Electronic energy = -272.7697 hartree

Löwdin population analysis, charges in e, atoms 1 to 5: C -0.1125; C -0.2352; C -0.2607; O -0.1123; C -0.0596

Entry 3:
This record from the Open Molecules 2025 dataset describes a 8-piece molecular cluster, C15H26Cl21N2 overall. The level of theory is ωB97M-V/def2-TZVPD.

ORCA input file:
```
! wB97M-V def2-TZVPD RIJCOSX def2/J DEFGRID3
* xyz 1 1
C -3.826 -1.714 3.926
C -5.143 -0.915 4.191
C -5.117 0.504 3.512
C -3.869 1.331 3.940
C -3.614 2.624 3.074
C -3.805 2.395 1.560
N -2.709 1.445 1.143
C -1.437 2.210 1.234
C -1.175 2.951 2.579
N -2.323 3.209 3.471
H -3.993 -2.767 3.697
H -3.214 -1.649 4.847
H -3.222 -1.202 3.148
H -5.962 -1.451 3.674
H -5.384 -0.833 5.259
H -5.180 0.317 2.426
H -6.004 1.032 3.903
H -2.942 0.737 4.037
H -4.090 1.713 4.956
H -4.407 3.336 3.381
H -3.600 3.338 1.027
H -4.804 2.032 1.301
H -2.854 1.239 0.148
H -2.737 0.570 1.668
H -1.410 2.939 0.409
H -0.586 1.529 1.052
H -0.376 2.427 3.137
H -0.727 3.929 2.315
H -2.089 2.760 4.347
C -1.350 1.854 -3.046
Cl -1.401 3.568 -2.618
Cl 0.244 1.178 -2.732
Cl -2.589 0.954 -2.151
H -1.563 1.761 -4.106
C 2.033 1.866 -6.536
Cl 1.774 0.147 -6.207
Cl 0.962 2.865 -5.541
Cl 3.719 2.301 -6.261
H 1.797 2.052 -7.578
C 3.181 -1.598 -1.630
Cl 1.889 -1.804 -0.437
Cl 4.027 -3.124 -1.896
Cl 2.529 -0.968 -3.145
H 3.892 -0.879 -1.239
C 3.379 -3.984 2.208
Cl 3.122 -5.699 2.539
Cl 2.305 -2.988 3.202
Cl 5.066 -3.540 2.480
H 3.144 -3.799 1.166
C 7.837 1.778 -7.308
Cl 7.865 0.424 -6.175
Cl 6.379 1.726 -8.305
Cl 7.943 3.316 -6.443
H 8.699 1.694 -7.959
C -5.802 -3.945 6.990
Cl -5.232 -4.327 5.360
Cl -4.559 -3.072 7.892
Cl -7.297 -3.007 6.921
H -6.007 -4.876 7.505
C 10.194 -2.851 -7.723
Cl 10.352 -1.203 -8.340
Cl 10.670 -2.928 -6.024
Cl 8.541 -3.438 -7.934
H 10.857 -3.491 -8.292
*
```

HOMO level = -12.250 eV
HOMO-LUMO gap = 0.352 Ha
F_max = 1.71 eV/A
Electronic energy = -10360.3901 hartree

Löwdin population analysis, charges in e, atoms 1 to 5: C -0.1341; C -0.2447; C -0.2006; C -0.1629; C -0.3141